--- a ---
Formula: C2H9NSi
Source: the OMol25 dataset
Level of theory: the ωB97M-V functional and the def2-TZVPD basis

CARTESIAN COORDINATES (ANGSTROEM)
C  -1.37840  -0.33589  -0.30439
C  -0.29441  -1.22819  0.32566
N  1.03584  -0.82910  -0.00925
Si  1.49386  1.35740  0.10724
H  -1.05155  0.66576  0.15549
H  -1.24121  -0.28435  -1.42746
H  -2.32479  -0.62128  -0.06105
H  -0.55439  -1.00623  1.46808
H  -0.53207  -2.21787  0.19582
H  1.44051  -1.08910  -0.88585
H  2.66297  1.16220  -0.77086
H  1.28651  1.53400  1.67913
H  0.71757  2.51066  -0.52495

Calculated values
- LUMO level (eV) = 0.5
- structure (SMILES) = CCN[SiH3]
- HOMO-LUMO gap (eV) = 9.0

***

--- b ---
Formula: C2H9NSi
Source: the OMol25 dataset
Level of theory: the ωB97M-V functional and the def2-TZVPD basis

CARTESIAN COORDINATES (ANGSTROEM)
C  -1.83942  0.69469  -0.39979
C  2.05184  0.51456  0.29066
N  -1.22882  -0.60746  0.08601
Si  0.37493  -1.11856  -0.08706
H  -2.79908  0.54731  -0.77900
H  -2.10983  1.38310  0.48768
H  -1.23945  1.18520  -1.14473
H  2.83109  0.30416  -0.55962
H  1.82985  1.59277  0.26290
H  2.55016  0.13556  1.19661
H  -1.88015  -1.05438  0.75616
H  0.97798  -1.83393  -1.29611
H  0.48090  -1.74300  1.18629

Calculated values
- LUMO level (eV) = 0.9
- HOMO-LUMO gap (eV) = 9.7

***

Most stable to least stable: b, a

***

--- a ---
Formula: C7H13N3O5
Source: the OMol25 dataset
Level of theory: the ωB97M-V functional and the def2-TZVPD basis

CARTESIAN COORDINATES (ANGSTROEM)
C  -1.52834  0.66699  0.60162
C  -0.40865  -0.03052  -0.19252
C  -2.79812  0.81030  -0.28455
C  -3.80920  -0.36493  -0.13889
C  2.03947  -0.23182  -0.55698
C  2.92923  -1.08687  0.37048
C  2.82293  0.96356  -1.09316
H  -1.74908  2.34968  1.61964
H  -0.96880  2.55116  0.20255
H  -1.69129  0.08478  1.54450
H  -3.33797  1.73986  0.04454
H  -2.52976  0.91125  -1.31809
H  -3.72272  -2.38845  -0.06829
H  -2.20319  -1.55048  -0.57748
H  0.96547  1.25746  0.50360
H  1.64468  -0.95860  -1.28172
H  2.34717  1.37544  -1.98983
H  3.81263  0.58032  -1.37596
H  3.47811  2.62111  -0.55255
H  1.43325  -1.06008  1.47552
N  -1.05054  1.95053  1.02455
N  -3.24296  -1.58276  -0.46046
N  0.85164  0.31677  0.13729
O  -0.58671  -0.91452  -1.05284
O  -4.96898  -0.19204  0.19609
O  4.07626  -1.43193  0.05132
O  2.99733  1.88884  -0.12949
O  2.37341  -1.43355  1.51340

Calculated values
- LUMO level (eV) = 0.2
- structure (SMILES) = NC(=O)C[C@H](N)C(=O)N[C@@H](CO)C(=O)O
- HOMO-LUMO gap (eV) = 9.9

***

--- b ---
Formula: C7H13N3O5
Source: the OMol25 dataset
Level of theory: the ωB97M-V functional and the def2-TZVPD basis

CARTESIAN COORDINATES (ANGSTROEM)
C  -0.44684  -1.05257  -1.56441
C  -0.68251  -0.13281  -0.44095
C  -1.88734  -0.82324  -2.51992
C  0.50762  -0.02290  2.06984
C  -0.30632  1.06859  2.83950
C  1.95241  0.27561  1.63224
C  2.12355  0.80506  0.16476
H  -1.17494  -2.84554  -0.86623
H  0.01930  -3.04866  -1.86747
H  0.23372  -0.81578  -2.36288
H  -1.97876  -1.42386  -3.39451
H  -2.79154  -1.07715  -1.90982
H  -1.36533  1.12089  -2.50807
H  -0.71834  -1.63256  1.29622
H  0.61112  -0.73973  2.93215
H  2.39975  1.08132  2.21899
H  2.56786  -0.55105  1.72674
H  1.72859  2.41092  -1.00941
H  1.21761  2.52412  0.49379
H  -1.48672  1.32870  1.25360
N  -0.32692  -2.43790  -1.17716
N  -0.51277  -0.64813  1.03741
N  1.96133  2.23495  -0.08619
O  -0.96601  1.01825  -0.44216
O  -1.94653  0.48449  -3.00145
O  0.02501  1.29108  4.00861
O  2.50858  0.03712  -0.69886
O  -1.26557  1.57075  2.17565

Calculated values
- LUMO level (eV) = 0.1
- structure (SMILES) = NC(=O)C[C@H](NC(=O)[C@@H](N)CO)C(=O)O
- HOMO-LUMO gap (eV) = 9.8

***

Most stable to least stable: a, b

***

--- a ---
Formula: C7H12NO
Source: the OMol25 dataset
Level of theory: the ωB97M-V functional and the def2-TZVPD basis

CARTESIAN COORDINATES (ANGSTROEM)
C  0.24053  0.30051  -0.59334
C  0.26291  0.75427  -1.77618
C  -0.70485  0.40858  1.58100
C  1.42668  1.60301  -2.27209
C  -1.17734  1.85106  1.45853
C  -0.46298  -2.67712  0.62677
C  0.59387  -1.58183  0.54917
N  0.10463  -0.22347  0.53047
O  -1.08807  -0.22047  2.48926
H  -0.56365  0.48283  -2.30737
H  0.93910  2.69307  -2.48349
H  1.82754  1.25253  -3.22127
H  2.23769  1.55851  -1.60919
H  -1.13509  2.55774  2.31834
H  -2.26729  1.68217  1.30650
H  -0.76164  2.28018  0.53257
H  -0.84135  -3.04291  1.55352
H  -1.32140  -2.50409  -0.09916
H  0.01198  -3.72016  0.27809
H  1.34783  -1.81805  -0.26382
H  1.33091  -1.63637  1.40169

Calculated values
- charge = +1
- LUMO level (eV) = -4.7
- structure (SMILES) = CC=C=[N+](CC)C(C)=O
- HOMO-LUMO gap (eV) = 10.1

***

--- b ---
Formula: C7H12NO
Source: the OMol25 dataset
Level of theory: the ωB97M-V functional and the def2-TZVPD basis

CARTESIAN COORDINATES (ANGSTROEM)
C  -3.45886  0.42332  -0.52649
C  2.07044  -0.26941  -0.05304
C  1.11282  -1.39223  0.35046
C  1.68569  1.08967  0.55407
C  -0.23729  -1.37936  -0.38831
C  0.56871  1.75716  -0.09674
C  -1.04001  -0.21017  0.03257
N  -2.35533  0.04710  -0.05499
O  -1.87574  -0.18228  1.20650
H  -4.29169  0.59981  0.13771
H  -3.56390  0.55512  -1.59061
H  3.06531  -0.53016  0.30526
H  2.11167  -0.18864  -1.14045
H  1.59461  -2.34883  0.14507
H  0.92498  -1.34188  1.42359
H  1.52754  1.00666  1.62996
H  2.54405  1.77073  0.41454
H  -0.07196  -1.32708  -1.46486
H  -0.77663  -2.30636  -0.15993
H  -0.04149  2.45882  0.44801
H  0.50709  1.76803  -1.17234

Calculated values
- charge = +1
- LUMO level (spin up / spin down) (eV) = -5.0 / -5.0
- HOMO-LUMO gap (spin up / spin down) (eV) = 7.7 / 7.7

***

Most stable to least stable: a, b

***

--- a ---
Formula: C4H29N3O10
Source: the OMol25 dataset
Level of theory: the ωB97M-V functional and the def2-TZVPD basis

CARTESIAN COORDINATES (ANGSTROEM)
C  0.22563  -0.67590  -0.06349
N  0.68126  0.06256  -1.18585
C  1.54776  -0.62082  -2.14449
N  2.96358  -0.86018  -1.81067
C  -0.82002  0.29034  0.66410
N  -1.43112  -0.39521  1.78116
C  -2.69819  -0.84269  1.89155
O  -3.63883  -0.28234  1.33996
H  0.88020  -1.15277  0.65551
H  -0.54160  -1.42028  -0.29284
H  1.15634  0.93111  -0.97337
H  1.54176  -0.00813  -3.04747
H  1.13167  -1.59854  -2.37051
H  3.27259  -0.16018  -1.14791
H  3.09139  -1.77541  -1.39139
H  -1.47315  0.65455  -0.12087
H  -0.16607  1.09809  0.94627
H  -0.74862  -0.90970  2.32784
H  -2.92060  -1.80038  2.37692
H  1.45359  -0.85370  2.30975
H  1.55024  -1.01916  3.80123
O  1.54918  -1.53782  2.99246
H  -4.06645  1.08247  -0.03923
H  -4.26760  1.33453  -1.55170
O  -3.59522  1.14422  -0.88302
H  -1.55959  2.74923  1.18981
H  -1.25551  3.91101  2.04631
O  -0.84780  3.06832  1.76679
H  1.03926  -4.36100  1.02963
H  1.40981  -3.11590  0.31409
O  1.70802  -4.02445  0.42441
H  0.60785  2.52582  -3.96171
H  0.37435  1.19064  -3.15115
O  -0.03523  1.86275  -3.70276
H  -2.45711  2.61015  -1.39587
H  -1.03653  2.46570  -1.93130
O  -1.58817  3.04325  -1.38715
H  0.71976  1.64615  2.49409
H  2.30923  1.58397  2.60416
O  1.50599  1.08776  2.41229
H  3.47883  0.33956  1.75328
H  4.50249  0.70669  0.46246
O  3.73688  0.26063  0.83153
H  -2.57258  -3.37775  -2.36664
H  -2.67968  -2.07308  -1.67153
O  -2.03798  -2.78411  -1.82466

Calculated values
- LUMO level (eV) = 0.1
- structure (SMILES) = NCNCCNC=O.O.O.O.O.O.O.O.O.O
- HOMO-LUMO gap (eV) = 9.1

***

--- b ---
Formula: C4H29N3O10
Source: the OMol25 dataset
Level of theory: the ωB97M-V functional and the def2-TZVPD basis

CARTESIAN COORDINATES (ANGSTROEM)
C  -0.19929  0.71250  -2.05557
N  0.89095  1.02994  -2.96713
C  2.22710  0.68377  -2.74973
N  2.46342  -0.53822  -2.11857
O  3.11302  1.40071  -3.16093
C  -0.14628  1.40809  -0.65860
N  -0.92498  2.65908  -0.56079
C  -0.51290  3.53940  0.53746
H  -0.15261  -0.33692  -1.77245
H  -1.10369  1.02400  -2.56989
H  0.94195  2.00970  -3.24116
H  3.40634  -0.88181  -2.26078
H  1.79173  -1.27318  -2.31786
H  -0.61316  0.76118  0.09583
H  0.92629  1.49381  -0.42892
H  -0.86949  3.20355  -1.41248
H  -0.32539  2.96873  1.48375
H  0.44360  4.05917  0.38324
H  -1.33368  4.23980  0.66451
H  -4.55950  -0.28844  1.86434
H  -3.54213  -0.67575  0.77321
O  -3.83495  -0.90154  1.67920
H  -2.47829  0.04519  2.40948
H  -1.15857  0.25442  1.85509
O  -1.65845  0.54592  2.63180
H  2.86142  1.50592  -0.10116
H  3.09706  0.20752  0.51804
O  3.31500  1.13314  0.66049
H  1.05887  -2.80857  1.17826
H  1.80389  -1.59578  0.49629
O  1.66907  -2.54817  0.46979
H  -2.68995  0.72227  -1.01368
H  -2.69222  1.61989  0.13671
O  -3.28536  0.96111  -0.28247
H  -1.12121  -2.66686  2.61978
H  0.07807  -3.17345  3.56451
O  -0.32634  -3.20971  2.68859
H  0.93056  -2.91274  -0.98338
H  0.35244  -3.84151  -2.22853
O  0.39493  -2.97235  -1.80614
H  0.77201  0.22332  4.56243
H  -0.55966  0.16254  3.78528
O  -0.05222  -0.27053  4.52236
H  -1.11909  -2.35655  0.82469
H  -1.52069  -2.14620  -0.69578
O  -1.52579  -1.76921  0.18882

Calculated values
- LUMO level (eV) = 0.1
- structure (SMILES) = CNCCNC(N)=O.O.O.O.O.O.O.O.O.O
- HOMO-LUMO gap (eV) = 9.9

***

Most stable to least stable: b, a